The following is a DFT calculation (ωB97M-V/def2-TZVPD) of an isolated molecule of C4H8N2OS.

Calculated values
ΔE to the lowest compared entry with this formula, charge and spin	79.3	kcal/mol
HOMO energy	-8.578	eV
gap between HOMO and LUMO	9.47	eV
structure (SMILES)	C=NS/C(C)=N/OC
E_tot	-20137.395	eV

```
! wB97M-V def2-TZVPD RIJCOSX def2/J DEFGRID3
* xyz 0 1
C -2.97061 -1.34024 0.10017
N -1.79442 -0.86795 0.21196
S -1.44418 0.78449 -0.17604
C 0.32947 0.80816 -0.06028
C 0.99956 2.12816 0.20658
N 0.88306 -0.32842 -0.13667
O 2.32018 -0.26779 0.03920
C 2.67758 -1.62524 -0.05156
H -3.09312 -2.38358 0.42141
H -3.85403 -0.81731 -0.28701
H 1.89608 2.15435 -0.34898
H 1.14051 2.25134 1.28714
H 0.36673 2.95991 -0.12526
H 3.72672 -1.76682 0.24278
H 2.03054 -2.22844 0.65532
H 2.49549 -2.02942 -1.03890
*
```